No. 1
{
  "formula": "C4H10OS",
  "method": "the ωB97M-V functional and the def2-TZVPD basis",
  "e_tot_ev": -17189.5645,
  "gap_ev": 9.43,
  "relative_energy_kj_mol": 314.6,
  "smiles": "C=CO.CCS",
  "homo_energy_ev": -8.635,
  "species": ["S", "O", "C", "C", "C", "C", "H", "H", "H", "H", "H", "H", "H", "H", "H", "H"],
  "coordinates": [[0.42, -0.12, -1.85], [-2.40, 1.05, 0.80], [-2.02, -0.28, 1.07], [1.63, 0.26, -0.46], [2.98, 0.92, -0.71], [-3.10, -1.23, 1.13], [-3.03, 1.01, -0.02], [-3.87, -0.92, 0.43], [0.65, -1.35, -1.50], [1.90, -0.74, -0.18], [3.29, 0.75, -1.77], [0.99, 0.58, 0.36], [3.89, 0.54, -0.09], [-3.37, -2.12, 1.84], [2.99, 1.92, -0.39], [-0.96, -0.26, 1.35]]
}

No. 2
{
  "formula": "C28H81N3O19",
  "method": "the ωB97M-V functional and the def2-TZVPD basis",
  "charge": -1,
  "e_tot_ev": -73711.8816,
  "gap_ev": [1.54, 9.04],
  "multiplicity": 2,
  "homo_energy_ev": [0.301, -7.206],
  "species": ["O", "O", "O", "O", "O", "O", "O", "O", "O", "O", "O", "O", "O", "O", "O", "O", "O", "O", "O", "N", "N", "N", "C", "C", "C", "C", "C", "C", "C", "C", "C", "C", "C", "C", "C", "C", "C", "C", "C", "C", "C", "C", "C", "C", "C", "C", "C", "C", "C", "C", "H", "H", "H", "H", "H", "H", "H", "H", "H", "H", "H", "H", "H", "H", "H", "H", "H", "H", "H", "H", "H", "H", "H", "H", "H", "H", "H", "H", "H", "H", "H", "H", "H", "H", "H", "H", "H", "H", "H", "H", "H", "H", "H", "H", "H", "H", "H", "H", "H", "H", "H", "H", "H", "H", "H", "H", "H", "H", "H", "H", "H", "H", "H", "H", "H", "H", "H", "H", "H", "H", "H", "H", "H", "H", "H", "H", "H", "H", "H", "H", "H"],
  "coordinates": [[-0.79, 3.75, -3.26], [-2.11, -5.30, -1.01], [2.13, -1.53, -3.41], [3.88, 0.47, -2.62], [-3.41, 3.88, -2.37], [3.60, -0.43, 3.46], [-2.03, 2.85, 4.35], [-4.06, -0.03, 2.24], [-5.98, -1.06, 0.30], [1.17, -3.48, -1.06], [0.30, -2.99, 4.21], [-6.49, 1.22, -3.01], [-0.31, 2.09, -7.01], [-1.17, 1.34, -4.39], [9.25, -2.55, 1.37], [-1.91, 0.42, 0.27], [0.09, -0.71, 6.14], [2.47, 1.05, 1.61], [1.59, -0.58, -0.81], [-3.99, 0.03, -1.56], [-0.09, 1.58, 2.53], [6.54, -1.47, 3.15], [-0.81, -0.97, 5.11], [0.32, 0.27, -0.88], [-3.39, 2.82, 4.76], [3.51, 1.74, 2.31], [-4.50, -1.37, 2.26], [5.72, -0.90, 1.02], [-1.73, 3.24, 2.97], [-7.87, 1.45, -2.96], [-2.37, 3.21, -1.60], [-6.01, -0.13, -3.00], [9.75, -2.85, 2.61], [-0.77, -5.09, -1.46], [-0.76, -0.38, 0.06], [-5.93, -1.39, 1.73], [-0.28, 2.95, 2.75], [8.30, -1.44, 1.28], [4.15, -0.26, -3.74], [3.51, -1.77, -3.50], [-0.96, 3.76, -1.84], [-3.73, -1.33, -3.50], [3.66, 0.99, 3.63], [0.58, 1.49, -6.19], [0.33, 3.67, 1.45], [6.79, -1.70, 1.72], [-4.49, -0.14, -2.93], [-0.12, 0.62, -5.08], [-0.27, -3.70, -0.89], [-0.17, -1.71, 3.93], [-4.39, 0.92, -1.30], [2.81, 1.27, 4.26], [-1.99, 0.95, -4.71], [5.54, -1.39, 3.27], [-0.86, -2.94, -1.40], [-0.58, -3.59, 0.15], [-2.54, 3.34, -0.53], [0.10, -1.53, 6.64], [8.65, -0.56, 1.82], [0.34, 3.15, 3.62], [1.40, -2.65, -0.63], [-2.67, -1.13, -3.35], [-0.77, 2.87, -3.65], [0.91, 4.58, 1.64], [9.61, -2.17, 3.45], [-0.86, 4.72, -1.33], [3.15, 2.77, 2.24], [-8.23, 2.38, -3.39], [-0.31, 3.05, -1.33], [-6.38, -0.73, -3.83], [-4.29, -1.68, 3.28], [0.70, -1.12, 3.62], [3.79, -2.24, -2.56], [6.08, 0.09, 0.75], [-1.93, 4.31, 3.01], [3.73, 0.21, -4.63], [4.52, 1.24, 4.26], [-4.41, -0.75, -1.08], [3.06, -0.60, 2.69], [-6.58, -0.75, 2.32], [-6.53, -0.55, -2.14], [-0.65, -4.97, -2.54], [0.87, 3.03, 0.76], [0.21, 2.88, -7.17], [5.22, -0.27, -3.97], [5.63, -1.35, 0.03], [0.07, 0.39, -1.93], [6.75, -2.74, 1.38], [-2.47, 2.17, -1.91], [-3.79, -1.94, 1.65], [-3.90, 3.66, 5.24], [2.19, -0.24, -0.15], [1.18, 0.83, -6.83], [-8.27, 1.56, -1.95], [2.08, -0.80, -2.79], [-1.26, -1.27, -0.32], [-6.36, -2.38, 1.88], [-0.30, -0.69, 0.99], [-2.40, 2.81, 2.22], [-4.35, 0.81, -3.44], [-0.48, -3.55, 4.08], [-1.14, 0.05, 4.91], [1.10, 2.29, -5.66], [4.69, -0.79, 1.37], [1.60, 1.35, 1.88], [8.24, -1.24, 0.21], [7.01, -0.61, 3.39], [9.35, -3.75, 3.08], [-3.37, 2.15, 5.61], [10.79, -3.10, 2.43], [0.57, 0.29, -4.30], [-1.66, -1.54, 5.47], [4.37, 1.61, 1.66], [-3.92, -1.29, -4.57], [-6.58, -1.72, -0.07], [4.67, 0.90, -2.30], [0.00, -5.80, -1.20], [-4.00, 0.18, 1.30], [-0.82, 1.41, 1.85], [-3.95, -2.31, -3.07], [-3.21, 3.64, -3.28], [-8.51, 0.65, -3.34], [-0.84, -1.75, 3.08], [-4.10, 2.31, 4.11], [-0.52, 4.05, 0.89], [-2.52, 0.06, -0.37], [0.54, 1.27, -0.50], [-0.54, -0.30, -5.49], [-0.52, 1.17, 3.34], [3.75, -2.42, -4.34], [-2.66, -5.77, -1.65]]
}

No. 3
{
  "formula": "C6H8",
  "method": "the ωB97M-V functional and the def2-TZVPD basis",
  "e_tot_ev": -6347.5218,
  "gap_ev": 10.67,
  "relative_energy_kj_mol": 314.7,
  "smiles": "C1=CC2(C1)CC2",
  "homo_energy_ev": -9.469,
  "species": ["C", "C", "C", "C", "C", "C", "H", "H", "H", "H", "H", "H", "H", "H"],
  "coordinates": [[0.93, 1.03, -0.08], [-1.43, -0.40, 0.71], [-1.23, -0.21, -0.76], [1.36, -1.08, 0.15], [-0.10, -0.11, 0.15], [2.01, 0.00, -0.18], [0.76, 1.80, -0.92], [-1.29, -1.04, -1.59], [-1.84, 0.32, 1.38], [3.06, 0.06, -0.24], [-1.59, -1.36, 1.35], [1.07, 1.57, 0.82], [1.59, -2.10, 0.21], [-1.59, 0.69, -1.16]]
}